{
  "formula": "C5H15NO2",
  "method": "wB97M-V/def2-TZVPD",
  "species": ["C", "C", "N", "C", "C", "C", "O", "H", "H", "H", "H", "H", "H", "H", "H", "H", "H", "H", "H", "H", "O", "H", "H"],
  "positions_angstrom": [[-2.003, -0.414, 2.176], [-1.303, 0.252, 0.975], [-2.292, 0.807, 0.088], [-0.499, -0.931, 0.229], [0.956, -0.502, -0.142], [0.969, 0.922, -0.744], [0.711, 0.847, -2.176], [-2.652, -1.229, 1.865], [-1.232, -0.835, 2.834], [-2.745, 0.146, 2.735], [-0.548, 0.928, 1.386], [-2.981, 0.121, -0.196], [-1.892, 1.099, -0.799], [-0.932, -1.404, -0.670], [-0.469, -1.726, 0.970], [1.568, -0.505, 0.764], [1.327, -1.187, -0.891], [1.915, 1.457, -0.813], [0.267, 1.640, -0.349], [0.818, -0.067, -2.430], [3.454, -0.116, -1.505], [3.163, 0.702, -1.918], [4.399, -0.005, -1.389]],
  "total_energy_ha": -404.69150,
  "homo_energy_ha": -0.3253,
  "lumo_energy_ev": 0.72,
  "relative_energy_kcal_mol": 39.9,
  "molar_mass_g_mol": 121.180,
  "homo_lumo_gap_ev": 9.57,
  "spin_multiplicity": 1,
  "smiles": "C[C@H](N)CCCO.O"
}